21
Properties=species:S:1:pos:R:3 method="wB97M-V/def2-TZVPD" e_above_lowest_kcal_mol=59.0 total_charge=+1 e_lumo_ev=-4.1367 homo_ev=-12.94 fmax_ev_per_a=6.78
C 3.18996 -0.46895 -0.19849
C -1.62197 -1.45754 0.25062
C -1.64222 0.80708 -0.64694
C 1.82392 -0.26964 0.27981
N -1.29170 1.57107 0.60403
N 1.19751 0.85671 0.53925
N -0.97503 -0.50798 -0.67018
H 3.54674 -1.35984 0.21085
H 3.81368 0.31860 -0.02210
H 3.22160 -0.65786 -1.25399
H -1.57914 -1.06421 1.26716
H -2.68661 -1.49211 -0.08964
H -1.22252 -2.49614 0.31531
H -2.78669 0.76574 -0.72194
H -1.43658 1.43952 -1.53214
H 1.22964 -1.18692 0.38795
H -1.83785 1.04012 1.26891
H -1.82651 2.45203 0.56916
H 0.22985 0.94818 0.99436
H 1.55017 1.57393 0.07864
H -0.89627 -0.81179 -1.63061